113
Properties=species:S:1:pos:R:3:forces:R:3 method="wB97M-V/def2-TZVPD" gap_ev="5.53 / 4.88" e_lumo_ev="1.95 / 1.30" de_lowest_kcal_mol=11.4 homo_energy_ev="-3.575 / -3.579" multiplicity=2 total_charge=-1
Cs 0.71323 -0.36455 0.41242 -0.44 0.34 -0.28
C 5.29066 0.18274 3.24336 -0.05 -0.03 -0.01
C 4.16482 0.71827 2.35188 0.08 0.11 -0.06
C 4.69399 0.89315 0.92399 -0.04 -0.01 0.05
C 3.70626 2.07175 2.89808 0.00 -0.05 -0.01
O 3.03529 -0.12298 2.33582 0.03 -0.03 0.09
Ge 3.13009 -2.02316 2.39418 0.13 -0.14 0.20
O 1.26360 -2.10820 2.62698 0.05 -0.12 0.01
C 0.61177 -2.05170 3.87896 -0.08 0.00 0.07
C -0.72843 -2.76800 3.71137 0.05 0.03 -0.05
C 0.37150 -0.58987 4.27359 0.01 -0.01 0.01
C 1.41804 -2.74873 4.97892 0.02 0.03 -0.04
O 2.91230 -2.19205 0.52518 0.13 -0.02 -0.09
C 3.58636 -3.09283 -0.32655 0.02 -0.12 -0.10
C 2.62282 -4.20882 -0.74015 0.01 0.03 0.03
C 4.82680 -3.71820 0.31873 -0.03 0.05 0.02
C 4.01502 -2.31513 -1.57439 -0.04 0.01 0.05
H 6.10049 0.91319 3.30941 0.01 0.01 0.00
H 5.69613 -0.74990 2.84744 0.01 0.00 0.02
H 4.91129 -0.01393 4.24858 0.01 -0.01 0.00
H 5.55824 1.56222 0.89130 0.00 0.00 0.01
H 3.90793 1.31250 0.29051 0.02 0.00 -0.02
H 4.98064 -0.07788 0.51726 0.00 0.00 -0.02
H 4.52183 2.79965 2.90360 0.00 0.00 0.00
H 3.33362 1.94965 3.91724 -0.01 0.01 0.00
H 2.89880 2.46082 2.27600 0.00 0.02 0.02
H -1.31369 -2.28355 2.92655 -0.02 -0.02 0.00
H -1.31009 -2.75071 4.63615 0.00 0.01 0.01
H -0.55554 -3.80560 3.41946 -0.02 0.00 -0.01
H -0.31031 -0.10887 3.56570 0.02 -0.01 -0.01
H 1.31744 -0.04664 4.26371 -0.01 0.01 0.01
H -0.07987 -0.51899 5.26692 0.00 0.00 0.00
H 1.66579 -3.76656 4.67132 0.01 0.01 0.01
H 0.84277 -2.79187 5.90660 -0.01 0.01 0.00
H 2.35081 -2.21589 5.17547 0.00 -0.03 0.02
H 2.24658 -4.71999 0.14833 -0.01 0.00 -0.01
H 3.11523 -4.93901 -1.38755 0.01 -0.01 0.00
H 1.77169 -3.79336 -1.28259 0.00 -0.01 0.01
H 4.55505 -4.31325 1.19154 0.02 0.00 0.00
H 5.52461 -2.94251 0.64373 0.00 -0.01 0.01
H 5.33534 -4.36489 -0.40019 0.00 0.00 -0.01
H 3.14073 -1.85149 -2.03694 0.01 0.00 -0.01
H 4.48635 -2.97169 -2.30984 0.00 0.00 0.00
H 4.72097 -1.52809 -1.30347 0.00 0.01 -0.01
C -1.68410 4.73442 -0.90397 -0.03 -0.02 0.03
C -2.52281 3.56082 -0.38913 0.04 0.02 -0.03
C -4.01047 3.85589 -0.60909 -0.01 0.01 0.00
P -1.79622 1.94250 -0.98613 0.04 -0.07 -0.01
C -2.16492 1.79726 -2.80142 0.01 0.08 0.01
C -3.57144 2.14603 -3.27501 0.02 -0.04 -0.01
C -1.09926 2.48444 -3.65718 -0.03 -0.05 0.04
C -2.90547 0.68785 -0.24526 0.05 -0.02 0.08
C -3.72356 1.01231 0.84071 0.03 -0.04 -0.04
C -4.59304 0.11983 1.45052 -0.06 0.06 0.08
C -5.42379 0.51814 2.64438 0.05 -0.04 -0.04
C -4.66154 -1.16015 0.90119 0.06 -0.01 -0.06
C -3.84464 -1.54423 -0.13890 -0.05 0.01 0.03
C -2.85707 -0.67820 -0.70638 -0.03 -0.04 0.04
N -1.94010 -1.08757 -1.59910 -0.04 -0.05 -0.11
C -2.09460 -2.37377 -2.15194 0.05 0.03 0.06
C -2.72018 -2.52498 -3.40387 0.02 -0.01 0.02
C -3.30586 -1.32430 -4.09134 -0.02 -0.03 0.00
C -2.80637 -3.77684 -4.00223 0.00 0.02 0.01
C -2.29516 -4.91716 -3.39834 -0.02 -0.05 -0.03
C -2.35923 -6.25890 -4.08298 0.02 0.05 0.02
C -1.70556 -4.77109 -2.15067 0.01 0.02 0.03
C -1.60422 -3.53440 -1.52207 -0.02 0.11 0.00
C -0.95641 -3.43547 -0.17057 -0.01 -0.05 -0.04
H -1.95616 5.65510 -0.37894 0.01 0.00 0.00
H -1.86094 4.90607 -1.96711 -0.01 -0.02 -0.03
H -0.61846 4.55930 -0.76312 0.02 0.03 -0.01
H -2.34141 3.50175 0.69064 -0.01 -0.01 0.00
H -4.17876 4.27312 -1.60184 0.01 0.00 0.02
H -4.35360 4.60136 0.11546 -0.01 -0.01 0.00
H -4.63389 2.97000 -0.50712 -0.03 0.02 0.00
H -2.02744 0.71811 -2.90087 0.01 -0.01 0.00
H -3.71651 3.22606 -3.34420 0.00 -0.01 0.00
H -4.33037 1.73421 -2.60743 -0.01 0.01 -0.02
H -3.74226 1.73222 -4.27376 0.00 -0.01 0.00
H -1.17081 3.57314 -3.61020 0.00 0.03 0.01
H -1.21477 2.19555 -4.70630 0.00 0.00 0.00
H -0.09435 2.20046 -3.33772 0.00 0.00 -0.01
H -3.70292 2.02114 1.23755 0.01 -0.01 -0.01
H -5.44646 1.60372 2.75903 -0.01 0.00 0.00
H -5.02764 0.09990 3.57512 -0.01 0.01 0.01
H -6.45637 0.17271 2.54956 0.00 0.00 0.00
H -5.36607 -1.88050 1.30869 0.00 0.00 0.00
H -3.91867 -2.55537 -0.52142 0.00 0.01 -0.01
H -2.52050 -0.65236 -4.44456 0.01 0.02 -0.01
H -3.93106 -0.75282 -3.40465 -0.01 0.04 0.00
H -3.90995 -1.62575 -4.94938 0.01 0.00 0.01
H -3.29548 -3.86139 -4.96941 0.00 0.00 0.00
H -3.24080 -6.33358 -4.72193 0.00 -0.01 0.00
H -2.39647 -7.07171 -3.35615 0.00 0.00 0.00
H -1.48166 -6.42354 -4.71435 0.00 -0.01 0.00
H -1.31535 -5.64792 -1.64050 0.00 0.00 0.00
H -0.79872 -4.42271 0.26633 -0.01 0.00 -0.01
H -1.55086 -2.84276 0.52607 -0.03 0.03 -0.03
H 0.02297 -2.97090 -0.25964 0.08 -0.05 0.09
F 3.28181 8.45890 -0.33178 0.00 0.01 0.00
C 2.86999 7.17367 -0.25412 -0.03 -0.08 0.01
C 2.17945 6.75775 0.87283 0.02 0.06 0.00
C 1.75875 5.44823 0.94864 -0.02 -0.10 -0.02
C 2.01738 4.52400 -0.09613 0.10 0.19 0.01
C 1.57570 3.19993 -0.02320 0.02 -0.07 0.00
C 2.73005 5.00597 -1.22397 -0.04 -0.08 0.02
C 3.15125 6.31514 -1.30445 0.02 0.06 -0.01
H 1.98317 7.46478 1.66770 0.00 -0.01 0.00
H 1.21591 5.10626 1.82137 0.00 0.01 0.00
H 1.00366 2.85041 0.82480 0.00 0.01 -0.02
H 1.77844 2.50587 -0.82619 -0.03 0.00 -0.01
H 2.93749 4.32261 -2.03825 0.00 0.01 0.00
H 3.69174 6.68640 -2.16494 0.00 -0.01 0.00